Molecular formula: C7H3F6OP
Method: DFT, ωB97M-V/def2-TZVPD

Results
Largest force on an atom   0.0851 hartree/bohr
LUMO   -0.0751 hartree
E_tot   -34943.979 eV
Gap between HOMO and LUMO   7.69 eV
Charge   0
Energy above the lowest of the compared OMol25 structures with the same formula, charge and spin   69.4 kcal/mol
HOMO   -9.737 eV

Element x y z (Å)
C (1.080, -4.271, 2.817)
C (-0.124, -3.557, 2.774)
C (2.091, -3.976, 1.979)
C (-0.221, -2.575, 1.808)
C (1.996, -2.962, 1.029)
C (0.864, -2.202, 0.999)
C (-0.655, 1.003, 0.228)
O (-0.095, -0.370, -2.134)
F (1.177, -5.282, 3.675)
F (-1.093, -3.816, 3.695)
F (3.357, -4.624, 2.004)
F (-1.383, -2.004, 1.666)
F (3.035, -2.713, 0.194)
F (-0.435, 2.183, -0.279)
P (0.482, -0.042, -0.816)
H (-1.841, 0.791, 0.204)
H (-0.295, 0.943, 1.235)
H (1.694, 0.676, -0.947)

Force components x, y, z for each atom (eV/Å):
C -1.3 -0.7 1.2
C 0.4 -0.2 0.3
C 4.0 -0.4 -1.6
C 1.4 -0.3 0.0
C 0.0 0.6 -0.1
C -1.1 1.3 -1.4
C -2.4 -3.1 0.7
O 0.5 -0.3 0.5
F 0.2 0.0 0.2
F 0.7 0.2 -1.1
F -2.6 0.7 0.4
F -1.6 1.3 -0.2
F -0.6 -0.2 0.7
F 0.5 3.5 -1.2
P -1.3 -1.9 0.4
H 2.9 -0.2 -0.2
H 0.1 0.0 0.9
H 0.0 -0.3 0.6

Which charges does Mulliken predict for the atoms? In e, they are:
1 C 0.3723
2 C 0.2835
3 C 0.3351
4 C 0.3818
5 C 0.4253
6 C -0.7369
7 C -0.1570
8 O -0.5143
9 F -0.2840
10 F -0.2821
11 F -0.2947
12 F -0.2728
13 F -0.2757
14 F -0.2371
15 P 0.5897
16 H 0.2380
17 H 0.2750
18 H 0.1539

Molecular formula: C7H3F7NO5P
Method: DFT, ωB97M-V/def2-TZVPD

Results
Largest force on an atom   0.0423 hartree/bohr
LUMO   -0.0760 hartree
E_tot   -47347.478 eV
Gap between HOMO and LUMO   7.80 eV
Charge   0
SMILES   N=P(O)(O)C1=C(C(F)(F)C(F)(F)C(F)(F)F)C(=O)OC1=O
HOMO   -9.864 eV

Element x y z (Å)
N (-3.311, 1.580, 0.635)
P (-2.555, 0.666, -0.347)
O (-3.470, -0.455, -1.007)
O (-1.862, 1.504, -1.522)
C (-1.297, -0.225, 0.603)
C (0.015, -0.391, 0.481)
C (0.849, 0.117, -0.657)
F (0.908, 1.446, -0.620)
F (0.210, -0.228, -1.804)
C (2.284, -0.475, -0.773)
F (2.329, -1.721, -0.333)
F (2.600, -0.499, -2.078)
C (3.360, 0.411, -0.078)
F (2.939, 0.846, 1.103)
F (3.640, 1.456, -0.860)
F (4.471, -0.308, 0.084)
C (0.479, -1.108, 1.701)
O (1.574, -1.394, 2.078)
O (-0.639, -1.443, 2.442)
C (-1.762, -0.934, 1.840)
O (-2.885, -1.071, 2.253)
H (-3.223, 2.544, 0.347)
H (-2.975, -1.259, -1.209)
H (-1.677, 0.941, -2.280)

Force components x, y, z for each atom (eV/Å):
N 0.5 -0.4 -0.3
P -1.0 1.8 0.8
O 0.6 -0.2 -0.1
O -0.1 -0.8 0.2
C -0.6 -0.3 -0.8
C -0.1 0.1 0.4
C 0.0 -0.8 0.3
F 0.2 0.7 -0.1
F -0.2 -0.2 -0.4
C 0.2 0.8 -0.3
F -0.1 -0.6 0.1
F 0.2 0.0 -0.3
C 0.2 -0.2 -0.2
F 0.0 0.1 0.1
F 0.0 -0.1 0.2
F -0.1 0.1 0.0
C 0.9 -0.5 0.8
O -0.8 0.3 -0.2
O -0.1 0.0 0.2
C -1.5 0.0 0.6
O 2.0 0.0 -0.6
H -0.2 0.3 0.2
H -0.2 -0.3 -0.1
H 0.2 0.1 -0.4

Which charges does Mulliken predict for the atoms? In e, they are:
1 N -0.8010
2 P 1.1182
3 O -0.5471
4 O -0.5055
5 C -0.5471
6 C 0.6121
7 C 1.4183
8 F -0.3070
9 F -0.3404
10 C 0.3906
11 F -0.2710
12 F -0.3124
13 C 0.7602
14 F -0.2385
15 F -0.2515
16 F -0.2494
17 C 0.3124
18 O -0.4636
19 O -0.3124
20 C 0.0370
21 O -0.4888
22 H 0.2635
23 H 0.3823
24 H 0.3411

Molecular formula: C7H4
Method: DFT, ωB97M-V/def2-TZVPD

Results
Largest force on an atom   0.1186 hartree/bohr
LUMO   -0.0296 hartree
E_tot   -7314.903 eV
Gap between HOMO and LUMO   7.49 eV
Charge   0
Energy above the lowest of the compared OMol25 structures with the same formula, charge and spin   77.0 kcal/mol
HOMO   -8.299 eV

Element x y z (Å)
C (0.285, 0.072, -0.227)
C (1.596, 0.177, -0.117)
C (-2.017, -0.802, -0.001)
C (-2.130, 0.644, 0.073)
C (-0.676, -1.027, -0.179)
C (-0.808, 1.004, -0.024)
C (2.921, 0.083, 0.028)
H (-2.847, -1.598, 0.039)
H (-3.035, 1.198, 0.255)
H (3.501, 0.493, -0.769)
H (3.210, -0.244, 0.922)

Force components x, y, z for each atom (eV/Å):
C -0.6 0.3 0.6
C 1.4 -0.8 0.1
C -0.4 -1.2 -0.3
C 1.3 -0.8 0.1
C -0.5 0.3 -0.3
C -0.9 -0.1 0.2
C -4.7 1.8 -3.4
H 1.6 1.3 0.0
H 0.3 0.6 -0.1
H 0.8 -0.3 -0.3
H 1.8 -1.0 3.5

Which charges does Mulliken predict for the atoms? In e, they are:
1 C 1.0319
2 C 0.2976
3 C -0.2184
4 C -0.5206
5 C -0.5988
6 C -0.4502
7 C -0.8139
8 H 0.3094
9 H 0.3988
10 H 0.2595
11 H 0.3047

Molecular formula: C7H41NO13
Method: DFT, ωB97M-V/def2-TZVPD

Results
Largest force on an atom   0.1168 hartree/bohr
LUMO   0.0052 hartree
E_tot   -36029.188 eV
Gap between HOMO and LUMO   9.42 eV
Charge   0
Energy above the lowest of the compared OMol25 structures with the same formula, charge and spin   128.7 kcal/mol
HOMO   -9.280 eV

Element x y z (Å)
C (-1.794, -1.884, -0.435)
C (-1.219, -0.370, -0.800)
C (-0.359, 0.115, 0.395)
C (0.613, 1.277, 0.028)
C (0.280, 2.432, 0.648)
C (1.833, 1.201, -0.863)
C (2.282, 2.603, -1.405)
N (-2.253, 0.608, -0.915)
H (-1.608, -2.549, -1.264)
H (-1.470, -2.326, 0.538)
H (-2.891, -1.786, -0.234)
H (-0.633, -0.483, -1.703)
H (-1.089, 0.332, 1.243)
H (0.300, -0.711, 0.703)
H (0.710, 3.498, 0.711)
H (-0.621, 2.636, 1.234)
H (2.645, 0.666, -0.456)
H (1.435, 0.659, -1.695)
H (1.553, 3.305, -1.339)
H (3.197, 2.976, -0.754)
H (2.805, 2.609, -2.379)
H (-2.948, 0.508, -1.620)
H (-1.881, 1.609, -0.967)
H (-0.767, -2.404, 3.203)
H (0.010, -1.236, 2.670)
O (-0.841, -1.607, 2.712)
H (2.500, -2.090, -2.056)
H (2.625, -1.865, -3.783)
O (2.255, -2.284, -2.926)
H (2.636, -1.184, 2.868)
H (2.349, 0.237, 2.754)
O (1.929, -0.595, 2.675)
H (-0.405, 2.253, -3.473)
H (-1.033, 1.033, -3.066)
O (-1.137, 1.935, -2.992)
H (-1.475, 0.966, 2.900)
H (-1.643, -0.182, 3.913)
O (-1.394, 0.697, 3.815)
H (0.533, -1.969, -3.654)
H (-1.009, -2.043, -4.110)
O (-0.118, -1.680, -4.236)
H (3.469, 3.458, 1.155)
H (2.373, 2.597, 1.942)
O (3.375, 2.794, 1.850)
H (0.172, -3.580, -0.624)
H (-0.097, -2.942, 0.817)
O (0.555, -3.461, 0.291)
H (-0.160, -3.598, -2.781)
H (1.321, -4.036, -2.927)
O (0.505, -4.152, -2.360)
H (-4.105, 2.154, 2.195)
H (-2.928, 2.120, 1.244)
O (-3.106, 2.029, 2.224)
H (-4.244, 0.253, -0.057)
H (-4.457, -0.732, 1.048)
O (-4.950, -0.069, 0.488)
H (0.360, 1.819, 3.208)
H (0.548, 3.273, 3.365)
O (1.014, 2.455, 3.212)
H (2.215, -1.082, 0.357)
H (1.917, -2.501, -0.166)
O (2.321, -1.703, -0.366)

Force components x, y, z for each atom (eV/Å):
C -1.1 2.3 0.7
C -0.2 -2.0 2.0
C 1.1 -0.4 -0.8
C -1.4 2.1 2.4
C -0.2 2.1 -0.1
C -1.7 1.6 -1.2
C 4.9 -1.9 1.6
N -0.5 2.4 1.0
H -0.1 -0.3 -0.1
H -0.2 0.9 -1.1
H 0.7 -0.1 -0.7
H 0.5 -0.1 -0.3
H 1.2 0.0 -1.3
H -0.5 0.2 0.0
H 0.4 -2.0 -1.0
H -0.2 -1.2 -0.1
H 0.9 -0.5 0.5
H 0.3 -0.8 -0.9
H -2.2 2.0 -0.1
H -2.0 -0.6 -0.9
H -0.8 -0.4 0.1
H -0.1 -0.3 -0.9
H -0.5 -2.2 -0.1
H 0.2 -1.1 0.8
H 2.1 1.0 0.2
O -2.2 -0.7 -0.7
H 1.4 1.7 2.1
H -0.2 -0.6 3.2
O -0.9 -0.7 -5.9
H 0.8 -1.2 0.3
H 0.4 1.9 0.1
O -1.2 -0.7 -0.5
H 1.3 1.0 -0.9
H 0.1 -3.4 -0.2
O -1.2 2.6 0.6
H -0.8 -0.3 0.1
H -0.6 -2.3 -0.3
O 1.3 3.2 0.8
H 1.7 -1.1 2.2
H 0.8 0.0 0.2
O -2.6 1.4 -2.4
H -0.2 -0.2 0.2
H 2.2 0.7 -0.1
O -1.8 -0.5 0.1
H 0.7 -0.1 1.2
H 1.0 -0.7 -0.7
O -1.0 -0.2 0.0
H 0.1 -0.2 -0.2
H -1.2 0.1 1.1
O 0.6 -0.4 -0.8
H 1.7 -0.4 0.4
H 0.0 -0.3 1.4
O -1.8 0.8 -2.2
H 0.9 0.5 -0.5
H -0.9 1.1 -0.7
O 0.1 -1.5 1.4
H -2.3 -2.5 0.3
H -0.1 0.4 0.2
O 2.4 1.9 0.3
H -0.1 -0.2 0.2
H -1.8 -2.6 1.3
O 2.3 2.8 -1.3

Which charges does Mulliken predict for the atoms? In e, they are:
1 C -1.5797
2 C 1.3167
3 C 1.3947
4 C 0.8993
5 C -1.2831
6 C 0.1248
7 C -1.5384
8 N -0.4613
9 H 0.2004
10 H 0.4497
11 H 0.3199
12 H -0.4620
13 H -0.5513
14 H -0.8254
15 H 0.2428
16 H 0.1791
17 H 0.4878
18 H 0.1986
19 H 0.4613
20 H 0.1105
21 H 0.4024
22 H 0.3808
23 H 0.1449
24 H 0.3516
25 H 0.2937
26 O -0.5836
27 H 0.3927
28 H 0.2549
29 O -0.6551
30 H 0.2485
31 H 0.2434
32 O -0.5956
33 H 0.2969
34 H 0.2558
35 O -0.5837
36 H 0.2077
37 H 0.3512
38 O -0.6801
39 H 0.2531
40 H 0.3609
41 O -0.6119
42 H 0.3122
43 H 0.3393
44 O -0.6979
45 H 0.4911
46 H 0.1597
47 O -0.8583
48 H 0.3029
49 H 0.3667
50 O -0.7837
51 H 0.3186
52 H 0.2699
53 O -0.6222
54 H 0.3612
55 H 0.3349
56 O -0.6813
57 H 0.3661
58 H 0.2987
59 O -0.5987
60 H 0.0929
61 H 0.5403
62 O -0.7253

Molecular formula: C7H41NO13
Method: DFT, ωB97M-V/def2-TZVPD

Results
Largest force on an atom   0.0589 hartree/bohr
LUMO   -0.0053 hartree
E_tot   -36031.118 eV
Gap between HOMO and LUMO   7.69 eV
Charge   0
Energy above the lowest of the compared OMol25 structures with the same formula, charge and spin   84.2 kcal/mol
HOMO   -7.832 eV

Element x y z (Å)
C (-3.267, 0.516, 1.593)
C (-2.011, 0.819, 2.398)
C (-0.659, 0.993, 1.673)
C (-0.630, 2.099, 0.615)
N (2.380, 1.059, -1.514)
C (1.222, 1.014, -0.734)
C (0.621, 2.111, -0.263)
C (1.130, 3.499, -0.500)
H (-3.671, 1.443, 1.190)
H (-4.119, 0.214, 2.209)
H (-3.168, -0.215, 0.791)
H (-2.114, 1.606, 3.149)
H (-1.763, -0.020, 3.065)
H (-0.369, 0.041, 1.216)
H (0.114, 1.201, 2.419)
H (-1.284, 1.693, -0.162)
H (-0.987, 2.995, 1.103)
H (2.546, 0.225, -2.052)
H (3.079, 1.726, -1.251)
H (0.726, 0.070, -0.539)
H (1.660, 3.825, 0.407)
H (0.300, 4.192, -0.661)
H (1.824, 3.731, -1.310)
H (-1.230, -3.955, -1.375)
H (-0.088, -4.897, -1.397)
O (-0.613, -4.367, -2.011)
H (4.087, -1.032, 0.448)
H (3.371, 0.179, 0.735)
O (4.225, -0.067, 0.363)
H (-1.330, 1.963, -3.434)
H (0.154, 1.831, -3.047)
O (-0.585, 1.351, -3.453)
H (0.516, -1.494, -0.728)
H (0.374, -2.982, -1.058)
O (0.767, -2.373, -0.410)
H (2.078, -2.653, 0.861)
H (2.188, -1.254, 1.320)
O (2.757, -2.019, 1.156)
H (-3.815, 0.989, -1.169)
H (-2.719, 1.980, -1.104)
O (-3.670, 1.950, -1.139)
H (-2.000, -2.145, 2.829)
H (-0.713, -1.803, 2.136)
O (-1.517, -2.324, 2.009)
H (3.957, -1.833, -1.987)
H (2.400, -2.322, -1.334)
O (3.040, -2.041, -1.993)
H (-2.044, -2.942, 0.215)
H (-3.400, -3.663, -0.121)
O (-2.806, -2.970, -0.396)
H (-1.807, -1.514, -1.667)
H (-1.242, -0.381, -2.597)
O (-1.032, -0.987, -1.870)
H (-4.371, -1.219, -0.994)
H (-4.173, -0.853, -2.502)
O (-4.624, -0.603, -1.693)
H (3.489, 0.089, 3.152)
H (3.182, 1.508, 2.512)
O (2.846, 0.802, 3.064)
H (4.883, 2.064, 1.595)
H (3.655, 2.365, 0.811)
O (4.251, 2.782, 1.433)

Force components x, y, z for each atom (eV/Å):
C -0.6 1.0 0.3
C 1.2 -1.1 0.8
C -0.1 0.3 0.1
C 0.2 -2.7 -1.0
N -1.6 -0.2 -0.2
C -0.1 0.9 0.1
C 0.5 1.1 0.9
C 0.4 0.8 0.2
H 0.3 0.0 -0.5
H 0.3 -0.4 0.4
H 0.4 0.0 0.1
H -0.5 0.4 -0.5
H -0.4 -0.1 0.0
H -0.2 0.0 -0.1
H 0.0 0.0 0.1
H -1.0 0.7 0.4
H 0.2 0.6 -0.6
H 0.8 0.1 0.2
H 0.3 -0.4 -0.4
H 0.4 0.2 -0.2
H -0.2 0.2 0.0
H -0.1 0.0 0.2
H 0.0 -0.7 -0.2
H -0.4 -0.1 -0.7
H 0.2 -0.4 -0.4
O 0.1 0.3 1.1
H 0.5 0.2 -0.2
H 0.0 0.5 -0.2
O 0.3 -0.3 0.4
H 0.1 0.0 0.0
H -0.1 -0.2 0.0
O -0.1 0.2 0.0
H -0.3 -0.3 -0.3
H 0.0 0.2 -0.2
O -0.2 -0.6 -0.1
H 0.5 0.2 -0.1
H 0.2 0.0 0.2
O -0.6 -0.5 0.7
H -0.6 0.2 -0.2
H 0.6 0.4 0.1
O -0.2 -0.2 -0.3
H -0.1 -0.2 -0.3
H 0.0 -0.1 -0.3
O 0.3 0.0 0.5
H 0.6 -0.2 1.4
H 1.1 0.2 1.0
O -1.6 0.2 -2.6
H -0.8 0.2 0.5
H -0.1 -0.4 0.3
O 0.8 0.4 -0.6
H -0.3 -0.1 -0.1
H 0.3 0.1 0.1
O 0.0 0.2 0.0
H 0.2 -0.2 -0.3
H 0.1 -0.3 0.0
O -0.2 0.2 0.3
H 0.2 0.4 -0.2
H 0.6 0.3 0.1
O -0.9 -0.7 0.4
H 0.1 0.3 -0.2
H -0.2 0.1 -0.5
O 0.2 -0.4 0.4

Which charges does Mulliken predict for the atoms? In e, they are:
1 C -0.9867
2 C -0.6917
3 C 0.6600
4 C 0.0413
5 N -0.2297
6 C 1.6287
7 C 0.7461
8 C -2.3662
9 H 0.4717
10 H 0.4693
11 H -0.1329
12 H 0.4925
13 H 0.2955
14 H -0.6299
15 H 0.1882
16 H -0.4762
17 H 0.6080
18 H 0.2770
19 H 0.2416
20 H -0.7969
21 H 0.3564
22 H 0.4723
23 H 0.3733
24 H 0.4587
25 H 0.3348
26 O -0.7171
27 H 0.4695
28 H 0.0006
29 O -0.5449
30 H 0.3129
31 H 0.3454
32 O -0.6868
33 H -0.2361
34 H 0.0657
35 O -0.6227
36 H 0.3720
37 H 0.2507
38 O -0.7865
39 H 0.3858
40 H 0.3155
41 O -0.6806
42 H 0.2997
43 H 0.2756
44 O -0.6110
45 H 0.2756
46 H 0.3945
47 O -0.6511
48 H 0.3576
49 H 0.2922
50 O -0.6610
51 H 0.2083
52 H 0.2266
53 O -0.3547
54 H 0.2678
55 H 0.3361
56 O -0.7273
57 H 0.3201
58 H 0.4074
59 O -0.6662
60 H 0.3481
61 H 0.3325
62 O -0.7194

Molecular formula: C7H4Cl2O
Method: DFT, ωB97M-V/def2-TZVPD

Results
Largest force on an atom   0.0643 hartree/bohr
LUMO   -0.0154 hartree
E_tot   -34415.605 eV
Gap between HOMO and LUMO   9.17 eV
Charge   0
Energy above the lowest of the compared OMol25 structures with the same formula, charge and spin   0.0 kcal/mol
SMILES   O=Cc1ccc(Cl)c(Cl)c1
HOMO   -9.594 eV

Element x y z (Å)
C (-1.785, -0.545, 0.016)
C (-0.772, -1.520, -0.027)
C (0.588, -1.145, 0.011)
C (0.891, 0.214, -0.064)
C (2.279, 0.671, 0.052)
C (-0.067, 1.214, 0.001)
C (-1.402, 0.804, 0.023)
H (-0.908, -2.606, -0.043)
H (1.280, -1.945, 0.147)
H (2.447, 1.797, 0.311)
H (0.166, 2.249, -0.086)
O (3.234, -0.090, -0.201)
Cl (-3.360, -1.160, -0.068)
Cl (-2.591, 2.062, -0.072)

Force components x, y, z for each atom (eV/Å):
C 1.8 -0.7 -0.4
C 1.7 0.4 0.4
C -2.4 0.4 -0.3
C 0.8 0.4 1.3
C 3.0 -0.8 -1.1
C -1.3 -2.0 -0.5
C -0.4 0.4 -0.2
H -0.8 0.6 0.1
H 0.8 0.0 -0.3
H -0.2 -1.7 -0.3
H 0.2 0.5 0.2
O -2.1 2.1 0.9
Cl -0.9 0.4 0.1
Cl -0.2 -0.1 0.1

Which charges does Mulliken predict for the atoms? In e, they are:
1 C 0.0807
2 C -0.3382
3 C -0.6758
4 C 0.8645
5 C -0.0957
6 C -0.8681
7 C 0.4745
8 H 0.3579
9 H 0.4096
10 H 0.2479
11 H 0.4005
12 O -0.4979
13 Cl -0.1633
14 Cl -0.1965